# C2H2BrNO3

A single C2H2BrNO3 molecule at a distorted geometry (the ωB97M-V functional and the def2-TZVPD basis, OMol25).

Each atom is followed by the atoms it is bonded to, with distances in Å.
Positions of all 9 atoms, in Å:
1 C -0.934 -0.804 0.619  C2 1.689, O5 1.160, Br7 1.984
2 C 0.374 0.259 0.510  C1 1.689, N3 1.508, H8 0.989, H9 1.060
3 N 0.803 0.439 -0.924  C2 1.508, O4 1.164, O6 1.203
4 O 0.888 -0.531 -1.560  N3 1.164
5 O -1.030 -1.720 1.323  C1 1.160
6 O 1.039 1.581 -1.221  N3 1.203
7 Br -2.310 -0.436 -0.763  C1 1.984
8 H 1.112 0.019 1.123  C2 0.989
9 H 0.058 1.194 0.894  C2 1.060

Values from the calculation:
- SMILES string: O=C(Br)C[N+](=O)[O-]
- Largest force on an atom: 5.86 eV/A
- Lowest unoccupied orbital energy: -0.1 eV
- HOMO energy: -11.01 eV
- Relative energy (zero: lowest compared OMol25 entry of this formula, charge and spin): 129.5 kJ/mol

Atom charges from the Mulliken analysis, given in e for atoms 1 to 8: C 0.4801; C -0.5849; N 0.9291; O -0.4849; O -0.3534; O -0.5660; Br -0.1516; H 0.3864

***

# C4H9NO

A single C4H9NO molecule (the ωB97M-V functional and the def2-TZVPD basis, OMol25).

Each atom is followed by the atoms it is bonded to, with distances in Å.
Positions of all 15 atoms, in Å:
1 C 1.560 0.106 0.118  C2 1.528, H7 1.095, H8 1.098, H9 1.094
2 C 0.064 0.378 -0.033  C1 1.528, C3 1.527, N4 1.459, H10 1.094
3 C -0.288 0.843 -1.444  C2 1.527, H11 1.094, H12 1.098, H13 1.096
4 N -0.686 -0.821 0.326  C2 1.459, C5 1.360, H14 1.010
5 C -1.362 -0.940 1.500  N4 1.360, O6 1.215, H15 1.107
6 O -1.574 -0.034 2.283  C5 1.215
7 H 2.151 0.994 -0.127  C1 1.095
8 H 1.871 -0.700 -0.560  C1 1.098
9 H 1.795 -0.199 1.143  C1 1.094
10 H -0.250 1.134 0.692  C2 1.094
11 H -1.359 1.048 -1.538  C3 1.094
12 H -0.017 0.081 -2.186  C3 1.098
13 H 0.263 1.757 -1.691  C3 1.096
14 H -0.443 -1.675 -0.156  N4 1.010
15 H -1.725 -1.971 1.673  C5 1.107

Values from the calculation:
- SMILES string: CC(C)NC=O
- Largest force on an atom: 0.35 eV/A
- Lowest unoccupied orbital energy: 0.9 eV
- HOMO energy: -9.77 eV
- Relative energy (zero: lowest compared OMol25 entry of this formula, charge and spin): 35.2 kJ/mol

Atom charges from the Mulliken analysis, given in e for atoms 1 to 8: C -1.3208; C 0.4785; C -1.3836; N -0.1780; C 0.0205; O -0.5565; H 0.3618; H 0.3331

***

# C3H6NO3

2 unconnected molecules or ions with the total composition C3H6NO3 at a distorted geometry (the ωB97M-V functional and the def2-TZVPD basis, OMol25).

Each atom is followed by the atoms it is bonded to, with distances in Å.
Positions of all 13 atoms, in Å:
1 C -0.719 -0.860 -0.481  C2 1.464, O5 1.322, O7 1.232
2 C -0.423 -1.816 -1.549  C1 1.464, H8 1.090, H9 1.025, H10 1.082
3 C 1.625 1.976 1.540  N4 1.219, H11 1.165, H12 1.060
4 N 0.429 1.937 1.310  C3 1.219, O6 1.141
5 O -1.983 -0.847 -0.091  C1 1.322, H13 0.974
6 O -0.642 2.172 0.992  N4 1.141
7 O 0.180 -0.156 -0.017  C1 1.232
8 H 0.383 -2.518 -1.334  C2 1.090
9 H -1.170 -2.374 -1.973  C2 1.025
10 H 0.086 -1.178 -2.260  C2 1.082
11 H 2.228 2.856 2.007  C3 1.165
12 H 2.269 1.256 1.104  C3 1.060
13 H -2.263 -0.446 0.751  O5 0.974

Values from the calculation:
- Largest force on an atom: 3.03 eV/A
- Charge: +1
- Lowest unoccupied orbital energy: -7.7 eV
- HOMO energy: -14.68 eV
- Relative energy (zero: lowest compared OMol25 entry of this formula, charge and spin): 457.2 kJ/mol

Atom charges from the Mulliken analysis, given in e for atoms 1 to 8: C 0.7117; C -0.9863; C -0.1785; N 0.6491; O -0.4244; O -0.1845; O -0.6162; H 0.3185

***

# CH3IO2S

2 unconnected molecules or ions with the total composition CH3IO2S at a distorted geometry (the ωB97M-V functional and the def2-TZVPD basis, OMol25).

Each atom is followed by the atoms it is bonded to, with distances in Å.
Positions of all 8 atoms, in Å:
1 C 1.795 1.054 -0.201  O2 1.194, H7 1.113, H8 1.124
2 O 1.191 0.249 0.443  C1 1.194
3 O -0.995 -0.394 1.292  S4 1.460
4 S -1.394 -1.371 0.284  O3 1.460, I5 2.473, H6 1.310
5 I -2.468 -0.486 -1.761  S4 2.473
6 H -2.536 -1.891 0.661  S4 1.310
7 H 2.330 0.913 -1.166  C1 1.113
8 H 2.078 1.926 0.448  C1 1.124

Values from the calculation:
- Largest force on an atom: 2.91 eV/A
- Lowest unoccupied orbital energy: -0.8 eV
- HOMO energy: -9.43 eV
- Relative energy (zero: lowest compared OMol25 entry of this formula, charge and spin): 155.5 kJ/mol

For each atom in turn, the Mulliken charge in e is: C -0.1292; O -0.3274; O -0.4154; S 0.2337; I -0.0260; H 0.2194; H 0.2332; H 0.2118